No. 1
{
  "formula": "C19H22ClMnNO4P2S",
  "method": "ωB97M-V/def2-TZVPD",
  "total_charge": 2,
  "homo_energy_ev": [-14.9, -14.8],
  "e_above_lowest_kj_mol": 25.8,
  "orbital_gap_ev": [6.01, 5.61],
  "s_squared": 0.8573,
  "multiplicity": 2,
  "species": ["Mn", "Cl", "S", "P", "P", "O", "O", "O", "O", "N", "C", "C", "C", "C", "C", "C", "C", "C", "C", "C", "C", "C", "C", "C", "C", "C", "C", "C", "C", "H", "H", "H", "H", "H", "H", "H", "H", "H", "H", "H", "H", "H", "H", "H", "H", "H", "H", "H", "H", "H", "H"],
  "positions_angstrom": [[-0.650, -0.995, 0.374], [-1.723, -3.339, 0.048], [-3.005, 0.396, 3.860], [1.058, -1.275, -1.347], [-0.809, 1.099, -0.646], [-1.349, -4.383, -0.808], [-2.850, -3.593, 0.844], [-0.563, -2.912, 0.908], [-1.916, -2.060, -0.737], [0.444, -0.305, 1.994], [1.755, -0.335, 2.142], [1.642, 0.482, 4.398], [1.511, 0.357, -1.979], [-2.247, 1.249, -1.737], [-4.122, 0.087, 2.570], [-0.912, 2.535, 0.461], [2.617, 0.567, -2.797], [-1.715, 0.090, 2.789], [2.860, 1.826, -3.324], [1.992, 2.876, -3.049], [0.260, 0.514, 4.261], [-3.526, -0.262, 1.372], [0.401, -2.186, -2.772], [-0.311, 0.118, 3.056], [0.645, 1.416, -1.691], [-2.139, -0.298, 1.459], [0.886, 2.674, -2.239], [2.593, -2.167, -0.953], [2.397, 0.052, 3.325], [3.293, -0.248, -3.029], [2.349, -3.060, -0.376], [-0.054, 2.555, 1.133], [-0.921, 3.457, -0.118], [-5.182, 0.126, 2.781], [3.475, 0.004, 3.383], [3.723, 1.989, -3.955], [-0.373, 0.838, 5.078], [0.193, -3.217, -2.484], [3.289, -1.546, -0.390], [-1.833, 2.492, 1.045], [2.112, 0.783, 5.324], [2.331, -0.683, 1.297], [3.086, -2.478, -1.874], [-2.175, 2.169, -2.319], [0.220, 3.505, -2.040], [-4.095, -0.538, 0.496], [-0.523, -1.729, -3.121], [-2.287, 0.399, -2.418], [1.135, -2.178, -3.578], [2.179, 3.856, -3.468], [-3.164, 1.274, -1.148]],
  "nbo_charge": [0.74, 2.51, 0.61, 1.07, 1.21, -0.70, -0.69, -0.78, -0.78, -0.49, 0.09, -0.10, -0.38, -0.96, -0.32, -0.95, -0.13, -0.21, -0.17, -0.16, -0.18, -0.30, -0.94, 0.15, -0.37, -0.13, -0.17, -0.95, -0.21, 0.22, 0.28, 0.26, 0.27, 0.28, 0.26, 0.25, 0.25, 0.28, 0.26, 0.26, 0.26, 0.21, 0.27, 0.27, 0.23, 0.26, 0.26, 0.26, 0.27, 0.25, 0.26]
}



No. 2
{
  "formula": "C19H22ClN3O2",
  "method": "ωB97M-V/def2-TZVPD",
  "homo_energy_ev": -7.7,
  "e_above_lowest_kj_mol": 278.6,
  "orbital_gap_ev": 8.32,
  "multiplicity": 1,
  "species": ["Cl", "O", "O", "N", "N", "N", "C", "C", "C", "C", "C", "C", "C", "C", "C", "C", "C", "C", "C", "C", "C", "C", "C", "C", "C", "H", "H", "H", "H", "H", "H", "H", "H", "H", "H", "H", "H", "H", "H", "H", "H", "H", "H", "H", "H", "H", "H"],
  "positions_angstrom": [[0.912, 2.189, 0.445], [5.494, -1.683, 0.808], [-0.355, -1.934, -2.159], [0.122, -2.767, -0.090], [-2.853, -1.463, -0.363], [-2.005, 1.329, -0.128], [-2.190, -2.683, -0.805], [-2.657, 4.919, 0.393], [-3.189, 0.922, -0.855], [-1.406, 5.394, 0.745], [-2.844, 3.581, 0.116], [-1.335, 0.262, 0.592], [-2.974, -0.472, -1.430], [4.185, -1.902, 0.499], [3.530, -1.400, -0.619], [-1.792, 2.653, 0.167], [6.256, -0.867, -0.048], [-0.712, -2.445, -1.117], [-0.342, 4.511, 0.784], [3.473, -2.700, 1.397], [-2.326, -0.874, 0.857], [-0.525, 3.174, 0.485], [2.194, -1.686, -0.838], [1.487, -2.477, 0.058], [2.144, -2.981, 1.180], [-4.090, 0.918, -0.222], [3.988, -3.087, 2.262], [0.650, 4.860, 1.026], [-2.693, -3.012, -1.717], [-2.081, -0.451, -2.069], [-0.276, -3.274, 0.689], [-3.349, 1.622, -1.679], [-3.832, -0.751, -2.051], [-0.486, -0.122, 0.013], [7.249, -0.820, 0.397], [-0.959, 0.638, 1.546], [-2.325, -3.444, -0.031], [-1.849, -1.644, 1.465], [4.045, -0.779, -1.334], [5.841, 0.145, -0.113], [-3.835, 3.236, -0.131], [-3.173, -0.481, 1.433], [1.700, -1.293, -1.711], [-1.253, 6.437, 0.974], [1.604, -3.595, 1.887], [-3.499, 5.593, 0.345], [6.330, -1.295, -1.053]],
  "nbo_charge": [-0.01, -0.49, -0.62, -0.60, -0.43, -0.46, -0.30, -0.18, -0.22, -0.25, -0.29, -0.22, -0.24, 0.29, -0.31, 0.25, -0.25, 0.66, -0.20, -0.24, -0.24, -0.11, -0.17, 0.10, -0.21, 0.18, 0.23, 0.23, 0.22, 0.21, 0.40, 0.22, 0.20, 0.20, 0.20, 0.21, 0.19, 0.20, 0.22, 0.18, 0.22, 0.20, 0.25, 0.22, 0.20, 0.21, 0.18]
}



No. 3
{
  "formula": "C19H22ClN3O3",
  "method": "ωB97M-V/def2-TZVPD",
  "homo_energy_ev": -8.8,
  "e_above_lowest_kj_mol": 71.4,
  "orbital_gap_ev": 9.50,
  "multiplicity": 1,
  "species": ["Cl", "O", "O", "O", "N", "N", "N", "C", "C", "C", "C", "C", "C", "C", "C", "C", "C", "C", "C", "C", "C", "C", "C", "C", "C", "C", "H", "H", "H", "H", "H", "H", "H", "H", "H", "H", "H", "H", "H", "H", "H", "H", "H", "H", "H", "H", "H", "H"],
  "positions_angstrom": [[-0.123, 6.513, -1.127], [0.400, -5.155, -1.207], [1.780, -1.100, 1.893], [-2.284, -1.063, -0.139], [-0.742, 0.333, 0.695], [1.180, -4.068, -1.003], [2.629, -1.981, 0.005], [-1.172, -0.570, -0.215], [-0.902, 5.127, -0.441], [-1.692, 3.935, 1.472], [-0.224, -0.979, -1.327], [1.971, -1.022, 0.698], [1.580, -5.566, 0.608], [1.890, -4.291, 0.074], [-2.145, 2.901, 0.660], [-1.668, 0.697, 1.749], [0.987, -0.073, -1.488], [-1.350, 4.112, -1.271], [2.859, -3.280, 0.592], [-1.073, 5.047, 0.931], [1.580, 0.220, -0.112], [0.538, 1.009, 0.677], [0.631, -6.058, -0.243], [-2.755, 1.670, 1.257], [-0.132, -7.328, -0.262], [-1.968, 3.007, -0.715], [0.090, -2.005, -1.112], [2.742, -3.174, 1.674], [0.427, 2.014, 0.248], [2.624, -1.958, -1.001], [0.212, -7.979, 0.535], [-0.724, 5.846, 1.566], [-3.390, 1.930, 2.105], [-2.317, 2.211, -1.357], [0.880, 1.110, 1.711], [-0.006, -7.827, -1.221], [-1.194, -7.124, -0.129], [-1.825, 3.870, 2.541], [-1.101, 1.140, 2.568], [2.483, 0.834, -0.209], [-0.808, -1.022, -2.249], [-3.358, 1.148, 0.514], [1.992, -6.025, 1.481], [-2.156, -0.217, 2.098], [-1.216, 4.190, -2.339], [1.714, -0.528, -2.164], [0.684, 0.878, -1.934], [3.884, -3.608, 0.378]],
  "nbo_charge": [0.00, -0.27, -0.63, -0.65, -0.45, -0.17, -0.61, 0.69, -0.05, -0.16, -0.52, 0.69, -0.37, 0.15, -0.02, -0.20, -0.40, -0.22, -0.26, -0.24, -0.32, -0.20, 0.35, -0.44, -0.66, -0.21, 0.26, 0.26, 0.20, 0.40, 0.23, 0.23, 0.22, 0.22, 0.23, 0.24, 0.24, 0.21, 0.20, 0.24, 0.24, 0.24, 0.23, 0.23, 0.23, 0.20, 0.22, 0.22]
}



No. 4
{
  "formula": "C19H22F4N4ReS2",
  "method": "ωB97M-V/def2-TZVPD",
  "total_charge": 2,
  "homo_energy_ev": [-14.1, -14.5],
  "orbital_gap_ev": [8.01, 6.86],
  "s_squared": 3.7792,
  "multiplicity": 4,
  "species": ["Re", "S", "S", "F", "F", "F", "F", "N", "N", "N", "N", "C", "C", "C", "C", "C", "C", "C", "C", "C", "C", "C", "C", "C", "C", "C", "C", "C", "C", "C", "H", "H", "H", "H", "H", "H", "H", "H", "H", "H", "H", "H", "H", "H", "H", "H", "H", "H", "H", "H", "H", "H"],
  "positions_angstrom": [[-0.190, 0.346, 0.001], [-2.462, 1.316, 4.006], [3.670, 1.852, 2.234], [0.974, -3.637, 2.946], [0.676, -1.482, 1.366], [-2.994, -5.463, 1.215], [-3.366, -3.308, -0.307], [1.447, 1.348, 1.074], [0.184, -0.260, -2.233], [-1.380, -1.247, -0.392], [-1.096, 0.861, 1.910], [-2.265, -3.392, 0.445], [-0.268, -2.482, 1.354], [2.730, 1.509, 0.834], [-0.774, 1.602, 4.057], [-1.949, -1.457, -1.706], [-0.203, 1.324, 2.850], [-1.174, -0.606, -2.730], [-0.083, -3.594, 2.149], [-1.031, 2.183, -0.783], [-0.986, -4.643, 2.090], [1.024, -1.473, -2.204], [2.257, 1.770, 3.189], [1.168, 1.489, 2.420], [-1.334, -2.329, 0.444], [-2.082, -4.512, 1.251], [0.773, 0.683, -3.201], [3.358, 1.456, -0.501], [-2.332, 0.818, 2.366], [-3.526, 0.434, 1.582], [-3.304, 0.440, 0.516], [-4.341, 1.130, 1.776], [-1.462, 2.768, 0.030], [0.161, 1.579, -3.281], [-3.010, -1.192, -1.732], [1.777, 0.978, -2.906], [-3.872, -0.558, 1.875], [-1.705, 0.323, -2.937], [-0.248, 2.797, -1.232], [2.670, 1.020, -1.218], [4.279, 0.881, -0.479], [0.557, -2.261, -1.612], [-0.300, 1.969, 4.944], [-0.843, -5.530, 2.685], [0.839, 0.220, -4.190], [1.177, -1.860, -3.215], [-1.098, -1.159, -3.672], [2.001, -1.247, -1.776], [2.301, 1.913, 4.248], [3.621, 2.462, -0.828], [-1.816, 2.043, -1.525], [-1.885, -2.515, -1.980]],
  "nbo_charge": [1.61, 0.61, 0.61, -0.28, -0.32, -0.27, -0.29, -0.55, -0.43, -0.63, -0.53, 0.29, 0.23, 0.12, -0.38, -0.25, 0.09, -0.24, 0.38, -0.89, -0.32, -0.44, -0.38, 0.09, 0.09, 0.38, -0.42, -0.66, 0.13, -0.68, 0.24, 0.27, 0.23, 0.23, 0.24, 0.21, 0.27, 0.23, 0.23, 0.21, 0.27, 0.22, 0.27, 0.28, 0.23, 0.23, 0.23, 0.22, 0.28, 0.27, 0.23, 0.23]
}